Entry 1:
89
Properties=species:S:1:pos:R:3:forces:R:3 method="wB97M-V/def2-TZVPD" charge=-1 de_lowest_kcal_mol=0.0 e_lumo_ev=0.14
Y 1.11587 -0.14725 -0.32457 -0.181 -2.279 -3.880
N 1.94651 0.06680 1.71356 3.506 0.103 4.524
S 1.48560 -0.08789 3.25128 -3.583 -1.258 0.904
O 1.40427 1.08064 4.04399 0.086 0.756 -0.282
O 1.93472 -1.28612 3.87665 0.534 0.017 -0.066
F -0.04224 -0.45207 2.93589 0.111 0.181 -0.154
S 3.64667 0.05970 2.17195 2.649 0.609 -3.881
O 4.25275 -1.20876 2.26352 -0.672 -0.625 0.448
O 4.12108 1.11504 2.99300 -1.239 0.114 0.841
F 4.09063 0.56547 0.74642 -0.189 0.018 -0.035
N 3.82474 -2.76358 -2.56315 1.067 -0.283 2.240
S 4.21256 -2.17907 -1.10783 -0.757 2.123 -2.482
O 5.04450 -2.89597 -0.22467 -0.058 -0.594 0.510
O 3.07359 -1.45678 -0.58409 -0.342 -0.262 0.394
F 5.12004 -0.96338 -1.56816 0.167 0.127 0.218
S 4.86313 -3.96143 -2.79775 -0.685 -1.839 -1.449
O 4.62326 -5.07932 -1.93275 0.466 0.178 -0.008
O 6.19256 -3.59544 -3.16855 -0.051 0.164 0.394
F 4.25373 -4.49958 -4.18322 -0.041 0.528 0.214
N 2.43065 1.30324 -1.52902 1.916 2.726 -2.296
S 2.87376 1.33861 -3.15461 -1.358 -3.758 -2.254
O 2.80028 0.01230 -3.62083 0.141 -0.345 0.174
O 3.95367 2.12164 -3.63308 -0.167 1.018 1.037
F 1.57057 2.00808 -3.79226 0.032 0.493 0.417
S 3.08430 2.73486 -1.14310 -0.579 2.086 3.311
O 2.37472 3.87478 -1.63237 -0.069 -0.241 -0.752
O 4.48505 2.75609 -1.07888 0.986 -0.180 -0.148
F 2.65171 2.79742 0.39730 -0.016 -0.656 -0.068
C -0.39146 -2.01672 -2.50827 1.307 -0.223 0.235
O 0.84692 -1.38357 -2.37535 -0.990 1.252 2.119
H -0.37961 -2.66528 -3.39902 -0.267 0.150 -0.080
H -0.53355 -2.70922 -1.65270 -0.530 0.036 -0.123
H -1.24094 -1.31593 -2.56962 -0.167 -0.205 0.023
C -2.96038 2.07460 -5.82402 -0.968 -0.225 -0.197
C -2.33233 3.26525 -5.48885 0.347 -0.550 -0.106
C -1.55009 3.30402 -4.34914 -0.144 0.662 0.261
C -1.49257 2.18899 -3.53125 -1.002 0.402 -0.313
C -2.25697 1.06668 -3.78975 0.689 -0.344 0.501
C -2.98048 0.98317 -4.96505 0.741 0.158 0.111
N -0.80912 2.31191 -2.25585 0.874 -0.158 0.456
O -0.55766 1.28110 -1.63352 -0.304 -0.038 -0.390
O -0.49502 3.40669 -1.86147 -0.230 0.107 -0.058
H -3.55658 2.01637 -6.72857 0.153 0.064 -0.061
H -2.42769 4.11493 -6.14866 0.125 0.099 0.081
H -1.08159 4.22376 -4.02672 0.225 -0.105 -0.106
H -2.21010 0.27934 -3.05214 -0.160 -0.176 -0.167
H -3.45248 0.04245 -5.20676 -0.273 0.142 -0.114
C -1.80699 -6.30658 2.29396 0.171 -0.132 -0.502
C -2.00745 -5.46912 1.19831 -0.578 0.295 0.221
C -1.06002 -4.53459 0.84075 0.749 0.498 0.096
C 0.10571 -4.44376 1.59710 -0.605 -0.622 -0.423
C 0.34085 -5.30338 2.64615 0.765 -0.619 -0.094
C -0.57713 -6.30597 2.93208 -0.417 0.722 0.645
N 1.13836 -3.48045 1.21753 0.089 0.700 0.544
O 2.21919 -3.58047 1.72015 0.111 -0.042 -0.202
O 0.79391 -2.57103 0.45929 -0.456 -0.016 0.093
H -2.59917 -6.96602 2.62398 0.080 -0.143 -0.128
H -2.94849 -5.47107 0.66187 0.027 -0.164 0.011
H -1.16046 -3.83620 0.01965 -0.248 -0.187 -0.106
H 1.28599 -5.25873 3.17006 -0.030 0.102 0.021
H -0.39082 -6.97757 3.75927 0.048 -0.033 -0.044
C -0.47476 6.75910 2.05709 0.058 0.016 -0.653
C -1.32596 6.03353 2.87567 0.302 -0.163 0.065
C -1.34395 4.65429 2.75662 -0.784 -0.392 -0.103
C -0.57957 4.02436 1.79197 0.692 0.515 0.088
C 0.24980 4.74269 0.94281 0.571 -0.171 0.139
C 0.31725 6.11089 1.10706 -0.379 0.474 0.360
N -0.54390 2.56099 1.75041 -0.614 0.267 -0.509
O 0.22511 2.04625 0.95585 -0.189 -0.027 0.137
O -1.32971 1.95578 2.44726 0.038 -0.135 -0.019
H -0.44858 7.84196 2.03996 -0.010 -0.010 0.459
H -1.92537 6.49555 3.64742 -0.083 0.139 -0.136
H -2.04798 4.05692 3.32081 0.256 0.006 0.267
H 0.90457 4.26655 0.22958 -0.176 -0.165 -0.060
H 0.99853 6.71851 0.52764 -0.014 -0.210 -0.237
C -4.26290 -1.07431 3.99657 -0.093 0.523 0.272
C -3.21430 -1.87223 3.56248 -0.463 0.285 0.449
C -2.54951 -1.55402 2.39352 0.478 -0.309 0.202
C -3.02661 -0.51293 1.62314 0.205 -0.127 0.708
C -4.13101 0.21691 2.01093 -0.261 1.176 -0.401
C -4.68736 0.02901 3.25605 0.055 -1.128 0.050
N -2.30999 -0.15030 0.40871 -0.577 -1.443 -0.706
O -1.10676 -0.38212 0.36653 -0.404 -0.013 0.381
O -2.97437 0.16103 -0.54800 0.150 0.687 0.057
H -4.73378 -1.24533 4.95737 0.098 -0.184 -0.011
H -2.89543 -2.67320 4.21509 0.200 -0.126 -0.257
H -1.64733 -2.09877 2.15603 -0.051 0.098 -0.339
H -4.52848 1.00234 1.37944 0.277 0.026 -0.095
H -5.46810 0.66493 3.64390 -0.090 0.065 -0.184

---

Entry 2:
59
Properties=species:S:1:pos:R:3:forces:R:3 method="wB97M-V/def2-TZVPD" charge=+2 de_lowest_kcal_mol=32.8 e_lumo_ev="-9.37 / -9.37"
W 0.13967 -0.25862 -0.36586 -0.779 0.146 0.515
C -2.15944 0.93755 0.33501 -0.030 0.050 0.023
C -1.49110 1.10551 1.56046 0.078 -0.017 0.028
C -1.12018 -0.00602 2.29926 0.017 -0.018 -0.068
C -1.45098 -1.29998 1.85568 0.135 0.036 0.073
C -2.17216 -1.45518 0.68790 -0.009 -0.046 -0.213
C -2.49013 -0.34361 -0.11491 0.153 -0.151 0.002
H -2.46480 1.80856 -0.22748 -0.035 0.002 0.008
H -1.22652 2.10111 1.88905 -0.041 0.004 0.032
H -0.56404 0.11590 3.21964 0.002 0.012 0.010
H -1.15466 -2.16928 2.42950 -0.022 0.029 0.040
H -2.48215 -2.43763 0.37827 -0.042 0.001 0.022
H -3.03410 -0.47379 -1.04150 -0.029 -0.011 0.008
S 1.92155 0.19700 -1.77545 0.043 -0.057 -0.239
C 1.26627 1.74695 -2.19884 -0.139 0.204 -0.035
S -0.39675 1.66882 -1.71530 0.055 0.100 -0.044
C 1.90854 2.82077 -2.70002 0.010 -0.389 0.009
C 1.19305 4.02769 -2.95921 0.076 0.198 0.020
N 0.60371 4.99999 -3.12323 -0.055 -0.074 -0.016
C 3.32062 2.73464 -2.90949 0.127 0.079 0.039
N 4.45969 2.59942 -2.97629 -0.039 -0.031 -0.036
C 1.46147 2.16579 4.02256 -0.094 -0.003 0.036
C 2.63192 2.32471 3.06913 0.113 0.029 -0.074
C 2.97356 1.06727 2.25295 -0.010 -0.233 0.120
C 4.15291 1.39310 1.26869 -0.011 -0.001 0.039
C 4.81870 0.18756 0.62312 0.046 -0.010 -0.042
C 3.43747 -0.06397 3.16964 0.234 0.035 -0.182
O 4.22539 0.10715 4.05043 -0.107 0.016 0.051
N 2.96046 -1.35472 2.88553 -0.034 -0.035 -0.029
C 2.04224 -1.73663 1.94469 -0.222 -0.009 0.260
O 1.62259 -2.85794 1.82486 0.062 -0.003 -0.113
N 1.51316 -0.66829 1.18270 0.445 0.159 0.143
C 1.84697 0.59685 1.41920 0.029 0.067 -0.006
O 1.09813 1.35970 0.73240 -0.169 0.158 -0.111
H 1.34025 3.06152 4.62917 0.025 -0.004 0.003
H 1.60724 1.33046 4.71099 0.003 -0.006 -0.003
H 0.51931 2.02730 3.48549 -0.003 -0.014 -0.011
H 3.53662 2.56401 3.62768 -0.013 0.005 0.013
H 2.46378 3.14488 2.36903 -0.031 0.002 0.009
H 4.87727 1.94251 1.87086 0.009 -0.021 0.001
H 3.77011 2.09148 0.52079 -0.011 -0.015 -0.012
H 5.34407 -0.42520 1.35643 -0.008 0.011 0.004
H 5.55670 0.52259 -0.10470 -0.006 0.010 0.006
H 4.11157 -0.45251 0.08970 -0.023 -0.013 -0.018
H 3.31495 -2.09714 3.47946 0.019 -0.004 0.001
F -3.98273 -3.01355 -3.75189 -0.004 0.023 -0.023
C -2.85228 -2.77990 -3.12447 0.014 -0.058 0.093
C -2.05891 -1.72201 -3.52514 0.041 -0.160 0.091
C -0.85301 -1.54022 -2.86327 0.157 0.022 -0.026
C -0.48641 -2.33150 -1.74739 -0.085 0.153 -0.280
C 0.79853 -2.16830 -1.05148 0.225 0.016 0.092
C -1.34148 -3.40860 -1.38471 -0.040 0.085 -0.054
C -2.49332 -3.65174 -2.07868 -0.020 0.075 -0.092
H -2.34668 -1.11344 -4.37107 -0.002 -0.009 -0.010
H -0.15929 -0.80829 -3.24960 -0.009 -0.013 -0.052
H 1.68618 -2.16587 -1.67334 0.056 -0.189 0.038
H 0.92750 -2.81320 -0.18221 -0.051 -0.114 -0.051
H -1.04026 -4.06563 -0.57682 -0.009 -0.015 -0.005
H -3.13355 -4.49708 -1.86257 0.008 -0.003 0.013

---

Entry 3:
56
Properties=species:S:1:pos:R:3:forces:R:3 method="wB97M-V/def2-TZVPD" charge=+1 de_lowest_kcal_mol=4.4 e_lumo_ev=-3.50
Pt 0.25306 -0.28394 0.65348 -0.226 0.550 -1.448
C 0.04672 2.51056 1.87411 0.001 0.077 0.167
C -0.02200 2.66321 0.39119 -0.046 0.670 0.415
C -0.15025 3.89878 -0.23688 0.005 -0.099 -0.015
C -0.20886 3.96237 -1.61611 0.017 -0.196 0.047
C -0.14152 2.77666 -2.34020 -0.023 0.097 0.098
C -0.01616 1.58334 -1.65054 -0.052 0.073 -0.880
N 0.04469 1.55021 -0.32668 0.041 -0.650 0.327
Sb 0.11108 -0.26924 -2.70795 0.069 -0.360 -0.062
C 1.90341 -0.86939 -1.63290 -0.086 0.155 -0.241
C 2.87981 -1.55776 -2.32367 0.096 0.062 -0.064
C 4.07444 -1.86858 -1.68349 -0.026 0.062 0.123
C 4.26406 -1.44798 -0.38192 -0.063 -0.002 -0.134
C 3.24644 -0.76152 0.27583 0.337 -0.024 0.037
C 3.41510 -0.25198 1.66470 -0.097 -0.026 0.223
N 2.09749 -0.50150 -0.35414 -0.195 -0.241 0.834
C -1.39435 -1.27956 -1.52114 0.098 0.085 -0.233
C -2.12224 -2.27869 -2.13467 -0.079 0.005 -0.065
C -3.17220 -2.87026 -1.44154 0.041 0.064 0.105
C -3.48412 -2.39811 -0.18291 0.025 -0.033 -0.079
C -2.70937 -1.39251 0.38798 -0.390 -0.068 0.128
C -3.03528 -0.80685 1.71978 0.101 -0.045 0.258
N -1.67575 -0.87505 -0.27173 0.398 -0.013 0.568
H -0.03803 3.47579 2.36221 -0.010 0.077 0.093
H 0.99510 2.05195 2.17224 -0.082 0.048 -0.039
H -0.76248 1.86562 2.23418 0.072 0.074 -0.043
H -0.20226 4.79280 0.36449 -0.002 0.061 0.048
H -0.30631 4.91264 -2.11937 -0.007 0.060 -0.036
H -0.18750 2.77967 -3.41988 -0.001 0.006 -0.030
H 2.71002 -1.84797 -3.35099 0.005 -0.008 -0.043
H 4.84702 -2.42047 -2.19902 0.039 -0.032 -0.029
H 5.18709 -1.64963 0.13908 0.050 -0.019 0.038
H 4.20972 -0.78290 2.18035 0.051 -0.015 0.042
H 2.48897 -0.36820 2.23572 0.198 0.015 -0.097
H 3.67744 0.80691 1.63231 0.012 0.059 -0.003
H -1.87673 -2.59186 -3.14058 -0.003 -0.011 -0.020
H -3.74301 -3.67325 -1.88453 -0.035 -0.046 -0.034
H -4.31448 -2.80714 0.37244 -0.039 -0.020 0.036
H -3.77590 -1.40952 2.23904 -0.021 0.002 0.048
H -3.44617 0.19513 1.58197 0.000 0.025 0.006
H -2.13897 -0.73515 2.34523 -0.134 -0.049 -0.106
O -0.49163 -7.31193 -2.35098 0.036 -0.004 -0.029
C -1.05890 -7.05144 -1.15419 -0.135 -0.084 0.002
O -1.88810 -7.79290 -0.70840 0.082 0.024 -0.126
C -0.63382 -5.80896 -0.43821 0.052 0.114 0.115
C -1.30222 -5.51725 0.74926 0.042 -0.104 -0.144
C -0.98526 -4.38787 1.47570 0.035 0.095 0.034
C 0.01305 -3.52240 1.03422 -0.019 0.113 -0.055
S 0.43531 -2.10212 2.00068 0.088 -0.369 0.150
C 0.70061 -3.82392 -0.14102 -0.070 0.082 0.079
C 0.37804 -4.95181 -0.86911 -0.159 -0.117 -0.026
H 0.15572 -6.63806 -2.58845 -0.052 -0.059 0.044
H -2.07707 -6.19425 1.08197 0.011 -0.019 -0.003
H -1.51022 -4.16821 2.39474 -0.030 0.032 0.049
H 1.49707 -3.17460 -0.47699 0.045 -0.031 0.034
H 0.94886 -5.14461 -1.76916 0.037 -0.042 -0.062

---

Entry 4:
58
Properties=species:S:1:pos:R:3:forces:R:3 method="wB97M-V/def2-TZVPD" charge=+1 de_lowest_kcal_mol=28.2 e_lumo_ev=-3.19
Y -1.02103 1.78244 -0.64928 1.012 -1.133 0.735
C -2.72993 1.11874 3.71152 -0.062 0.168 -0.528
S -2.91633 1.11964 1.90362 -0.136 -0.893 1.337
C -2.76183 -0.66616 1.62822 -0.162 0.390 0.002
O -1.55183 1.61884 1.40572 0.316 0.335 0.313
H -1.84953 0.56474 4.01142 0.145 -0.193 -0.110
H -3.63173 0.69084 4.13302 -0.186 -0.108 0.021
H -2.63903 2.15074 4.03292 -0.050 0.164 -0.067
H -3.63483 -1.14056 2.05722 -0.151 -0.101 0.024
H -1.84063 -1.03926 2.06482 0.125 0.188 0.171
H -2.76713 -0.81686 0.54962 -0.114 0.030 0.022
O 0.75257 0.83404 -1.45048 -0.241 0.289 -0.265
P 1.51707 -0.18826 -0.63218 1.142 -1.063 0.637
C 3.29887 0.02684 -0.84628 -0.604 -0.102 0.109
C 4.19237 -0.30146 0.16962 -0.099 0.028 0.034
C 5.54727 -0.10386 -0.02708 0.066 -0.078 0.065
C 6.00887 0.41164 -1.22898 -0.082 -0.044 0.033
C 5.11617 0.72504 -2.24228 0.058 0.003 -0.074
C 3.75957 0.53354 -2.05638 -0.156 -0.003 -0.014
C 1.01207 -1.85796 -1.10638 0.203 0.602 0.110
C 1.82227 -2.95506 -0.83068 -0.003 0.084 0.010
C 1.44257 -4.20956 -1.27278 0.060 0.005 0.101
C 0.26647 -4.36396 -1.99018 -0.009 0.028 0.022
C -0.54453 -3.27166 -2.25328 -0.100 -0.010 0.011
C -0.17643 -2.01306 -1.81228 -0.041 0.215 0.053
C 1.18187 0.07314 1.14062 0.276 0.011 -0.531
C 1.31737 1.37194 1.63942 0.165 -0.138 -0.028
C 1.22537 1.59494 3.00482 0.166 0.082 -0.088
C 1.00917 0.52944 3.86912 0.005 0.042 -0.102
C 0.87017 -0.75856 3.37372 -0.038 -0.045 -0.010
C 0.95657 -0.98766 2.01032 0.022 -0.043 -0.136
H 3.83097 -0.69226 1.11212 0.015 0.012 0.067
H 6.24377 -0.35236 0.75972 0.049 -0.002 0.048
H 7.06677 0.56754 -1.37278 0.090 0.020 -0.031
H 5.47887 1.11714 -3.17858 0.033 0.070 -0.106
H 3.04907 0.78444 -2.83158 0.033 0.054 -0.102
H 2.74587 -2.81716 -0.28588 0.122 -0.066 -0.006
H 2.06527 -5.06366 -1.05898 0.071 -0.093 -0.012
H -0.01653 -5.34086 -2.34758 -0.052 -0.118 -0.037
H -1.46313 -3.40036 -2.80188 -0.111 -0.015 -0.098
H -0.79583 -1.14516 -2.02608 0.019 -0.196 -0.072
H 1.54217 2.19034 0.95382 0.057 0.009 0.183
H 1.37757 2.58834 3.40122 -0.095 0.074 -0.006
H 0.96657 0.69944 4.93462 0.007 0.046 0.084
H 0.72157 -1.59056 4.04672 -0.028 -0.032 0.060
H 0.88247 -1.98986 1.61382 -0.063 -0.130 0.028
N -3.43123 1.85984 -3.26268 0.213 -0.302 0.471
C -3.64973 1.33964 -2.03098 -1.113 0.206 -0.965
O -2.64453 0.77934 -1.41798 -0.517 -0.378 -0.445
C -4.92763 1.39684 -1.46408 0.859 0.100 -0.298
C -5.97623 2.10854 -2.06888 -0.049 0.155 -0.212
N -6.81143 2.72784 -2.55368 -0.354 0.228 -0.334
C -5.17033 0.80794 -0.22678 -0.018 -0.508 0.669
N -5.30753 0.31364 0.80532 -0.411 -0.151 -0.052
H -4.17543 2.29994 -3.78168 0.011 -0.014 0.072
H -2.52933 1.75494 -3.70318 -0.219 0.080 0.087
N -1.20303 4.78794 -2.04518 -0.068 0.858 -0.506
C -1.10103 3.79574 -1.47598 -0.006 1.388 -0.347